No. 1
# C16H18N6O5S

A molecular structure, C16H18N6O5S at a distorted geometry (wB97M-V/def2-TZVPD, the Open Molecules 2025 dataset).

Computed properties:
ΔE to the lowest compared entry with this formula, charge and spin	9.9856	eV
charge	0
strongest force on any atom	16.0	eV/A
electronic energy	-1722.91291	hartree
E_LUMO	-0.5	eV

Each line ends with the natural charge from an NBO analysis.
Atoms and positions in Å:
C  0.03186  -2.62122  1.21245  -0.644
C  1.26346  -2.43337  0.12783  -0.047
H  0.93906  -1.72553  -0.74525  0.179
H  1.54509  -3.41387  -0.26472  0.189
O  2.20725  -1.89356  0.61513  -0.477
C  3.37136  -2.12187  0.48688  0.793
O  3.65575  -3.06735  -0.11927  -0.611
C  4.38871  -1.01975  0.92608  -0.411
C  4.21818  0.22451  0.13146  0.075
C  5.13508  0.58288  -0.77290  -0.362
S  4.37970  2.21971  -1.52749  0.329
C  2.95327  1.99520  -0.56220  0.258
N  3.16363  0.75839  0.27718  -0.500
N  2.03802  2.86419  -0.54464  -0.639
C  0.75532  2.69680  -0.14540  0.717
O  -0.16043  3.46453  -0.21950  -0.540
C  0.58654  1.47161  1.08878  -0.211
N  -0.88945  1.33869  1.27077  -0.302
C  -1.58699  1.85500  2.11375  0.255
N  -2.97239  1.45996  2.06669  -0.539
C  -2.97068  0.82165  0.64008  0.335
C  -1.75108  0.89245  0.38189  -0.104
C  -1.30855  0.34551  -0.98611  0.708
O  -0.25322  0.20259  -1.36477  -0.586
N  -2.44055  -0.09641  -1.91980  -0.437
C  -3.66339  -0.23419  -1.21312  0.763
O  -4.64211  -0.91582  -1.85350  -0.677
N  -3.93002  0.46461  0.00502  -0.405
C  -5.39523  0.30300  0.67196  -0.357
H  -5.69225  -0.70924  0.65785  0.230
H  -5.25715  0.87274  1.50978  0.230
H  -5.97961  0.92731  -0.20848  0.224
C  -2.23915  -0.82667  -2.97040  -0.407
H  -1.24688  -0.88788  -3.29277  0.225
H  -2.94478  -0.42698  -3.70717  0.212
H  -2.50701  -1.71730  -2.91935  0.204
H  -1.34039  2.24980  2.89924  0.175
H  1.05957  0.73719  0.99136  0.193
H  0.96319  2.01196  2.00027  0.219
H  1.99450  3.61152  -1.20799  0.432
H  6.11249  0.14196  -0.92109  0.247
H  3.98251  -0.76054  2.31689  0.186
H  5.32067  -1.48633  1.02074  0.234
H  -0.89724  -3.26619  0.66572  0.208
H  -0.46834  -1.60020  1.43273  0.215
H  0.47167  -3.28947  1.95544  0.219



No. 2
# C38H32I2N7O2SeY

A molecular structure, C38H32I2N7O2SeY (wB97M-V/def2-TZVPD, the Open Molecules 2025 dataset).

Computed properties:
ΔE to the lowest compared entry with this formula, charge and spin	0.5662	eV
charge	0
strongest force on any atom	0.8	eV/A
electronic energy	-5036.41920	hartree
E_LUMO	-2.1	eV

Each line ends with the Löwdin charge.
Atoms and positions in Å:
Y  0.07918  -0.01534  0.31736  1.298
O  1.11629  4.21938  1.10088  0.037
C  0.71251  3.06124  1.07462  -0.493
N  1.19280  1.98386  0.43695  -0.035
C  2.44788  2.03238  -0.23125  -0.214
C  3.09548  3.19685  -0.63766  -0.026
C  4.33728  3.12500  -1.25396  -0.095
C  4.94550  1.89793  -1.45848  -0.090
C  4.31175  0.73047  -1.06087  -0.023
C  3.05765  0.78446  -0.46097  -0.220
N  2.28744  -0.36608  -0.16701  -0.038
C  2.86525  -1.57591  -0.03801  -0.508
O  4.02764  -1.87240  0.20691  0.045
C  1.88650  -2.70806  -0.31408  -0.220
C  2.36740  -3.99647  -0.48886  0.012
C  1.49111  -4.98197  -0.90566  -0.037
C  0.16254  -4.64988  -1.13392  -0.044
C  -0.23835  -3.34634  -0.90908  -0.162
N  0.59988  -2.39486  -0.49608  -0.010
C  -0.51593  2.76073  1.92604  -0.176
C  -1.09236  3.79127  2.65558  0.015
C  -2.17358  3.51491  3.46951  -0.036
C  -2.65044  2.21239  3.53830  -0.047
C  -2.02980  1.24714  2.77303  -0.137
N  -0.98769  1.50817  1.97471  0.011
H  2.62747  4.15119  -0.46632  0.095
H  4.82747  4.03786  -1.56760  0.097
H  5.91606  1.84033  -1.93450  0.099
H  4.78082  -0.22706  -1.22432  0.105
H  3.42121  -4.17265  -0.32812  0.123
H  1.84110  -5.99174  -1.07670  0.113
H  -0.54827  -5.37935  -1.49612  0.108
H  -1.26109  -3.03603  -1.09532  0.096
H  -0.65878  4.77600  2.56064  0.122
H  -2.63909  4.30051  4.05044  0.114
H  -3.48791  1.94707  4.16776  0.108
H  -2.37640  0.22206  2.79574  0.091
C  -5.36417  1.30224  -1.75686  -0.059
C  -5.56109  -0.04891  -1.48530  -0.066
C  -4.60708  -0.76720  -0.79024  -0.018
C  -3.44243  -0.12233  -0.38309  -0.265
C  -3.22945  1.21982  -0.67552  -0.037
C  -4.20248  1.93823  -1.34913  -0.056
N  -2.42507  -0.77564  0.36679  0.000
N  -2.77679  -1.81128  0.95454  0.110
C  -1.77468  -2.40474  1.77850  -0.331
C  -2.08830  -3.63180  2.33351  0.011
C  -1.14379  -4.24733  3.14062  -0.030
C  0.06065  -3.60596  3.37493  -0.026
C  0.27852  -2.36845  2.78875  -0.098
N  -0.61869  -1.77660  2.00198  0.031
H  -6.11302  1.85504  -2.30889  0.111
H  -6.46213  -0.54293  -1.82400  0.108
H  -4.74402  -1.81715  -0.57337  0.109
H  -2.30925  1.70903  -0.37781  0.095
H  -4.03062  2.97779  -1.59098  0.117
H  -3.04815  -4.07749  2.11670  0.121
H  -1.34764  -5.21442  3.58008  0.117
H  0.82671  -4.04795  3.99525  0.116
H  1.21439  -1.84148  2.93996  0.128
C  -4.16852  3.75361  -5.57573  -0.051
C  -3.26480  2.82087  -4.81507  -0.277
C  -2.16656  3.29534  -4.11188  -0.022
C  -1.31114  2.44564  -3.41544  -0.296
C  -0.12083  3.02921  -2.71189  -0.067
C  -1.57988  1.06894  -3.41059  -0.507
Se  -0.43288  -0.14998  -2.47608  0.496
C  -2.67500  0.56469  -4.12639  -0.304
C  -2.99988  -0.90374  -4.20022  -0.079
C  -3.49584  1.45249  -4.81314  -0.031
H  -3.90504  4.79482  -5.39237  0.072
H  -5.21342  3.61295  -5.29172  0.075
H  -4.09842  3.57504  -6.65035  0.082
H  -1.95518  4.35974  -4.11258  0.114
H  -0.07225  4.10709  -2.86297  0.082
H  0.80941  2.58198  -3.06724  0.083
H  -0.15089  2.83665  -1.63838  0.046
H  -2.66812  -1.43374  -3.30976  0.021
H  -2.49880  -1.36512  -5.05508  0.090
H  -4.07427  -1.04698  -4.32307  0.074
H  -4.34595  1.05656  -5.36105  0.121
I  1.86604  -1.38539  -3.95078  0.110
I  3.89756  -2.62084  -5.29042  -0.097